No. 1
Entry from the OMol25 dataset: a molecular structure, C10H25N4O (ωB97M-V/def2-TZVPD).

Each line ends with the Löwdin charge.
Atoms and positions in Å:
C1 -1.044 -1.101 -1.228  -0.54
C2 0.209 3.183 -2.324  -0.06
C3 2.225 -2.580 -0.089  -0.11
C4 1.684 -0.114 2.497  -0.07
C5 -1.878 -1.038 1.546  -0.07
C6 -2.803 0.747 0.270  -0.03
C7 0.380 2.408 -1.038  -0.24
C8 1.823 -1.248 -0.604  -0.25
C9 1.519 0.539 1.154  -0.22
C10 -0.315 -0.033 -0.510  -0.27
N1 -0.960 -2.343 -0.727  0.19
N2 -0.287 1.115 -1.225  0.07
N3 0.872 -0.421 0.234  -0.09
N4 -1.623 0.167 0.871  -0.13
O1 -1.815 -0.787 -2.102  0.10
H1 -0.803 2.965 -2.567  0.07
H2 0.444 4.194 -2.089  0.09
H3 0.704 2.764 -3.155  0.08
H4 1.531 -3.487 0.106  0.10
H5 3.095 -2.870 -0.823  0.13
H6 2.658 -2.505 0.959  0.08
H7 1.972 -1.136 2.424  0.05
H8 2.432 0.407 3.077  0.08
H9 0.795 -0.119 3.126  0.08
H10 -2.492 -1.683 0.929  0.10
H11 -0.914 -1.427 1.842  0.09
H12 -2.550 -0.755 2.400  0.13
H13 -3.258 -0.003 -0.363  0.11
H14 -3.559 0.780 0.984  0.09
H15 -2.699 1.577 -0.239  0.05
H16 1.409 2.455 -0.598  0.12
H17 -0.152 3.045 -0.301  0.12
H18 2.759 -0.568 -0.789  0.15
H19 1.529 -1.256 -1.697  0.14
H20 0.716 1.329 1.256  0.11
H21 2.439 0.979 0.715  0.12
H22 -0.047 -2.461 -0.294  0.06
H23 -1.436 -3.088 -1.377  0.21
H24 -1.194 1.378 -1.744  0.16
H25 -1.368 0.992 1.491  0.19

Spin multiplicity: 1
Charge: +1
Highest occupied orbital energy, eV: -13.05
E_tot, a.u.: -689.9529
Kohn-Sham gap, eV: 10.3

No. 2
Entry from the OMol25 dataset: 2 unconnected molecules or ions with the total composition C11H14O3S (ωB97M-V/def2-TZVPD).

Each line ends with the Löwdin charge.
Atoms and positions in Å:
C1 -1.799 0.224 0.586  -0.09
C2 -1.032 1.421 0.465  -0.14
C3 1.715 -0.516 1.769  -0.43
C4 1.181 -1.567 -0.592  -0.49
C5 -1.934 -0.049 -1.950  -0.14
C6 -1.701 1.503 -1.996  -0.16
C7 -2.105 -0.519 -0.507  -0.04
C8 -0.973 2.020 -0.769  -0.13
C9 1.544 -0.497 0.323  -0.30
C10 2.164 0.779 2.414  -0.01
C11 0.841 -2.868 0.187  0.01
O1 1.731 -1.576 2.381  0.05
O2 1.125 -1.316 -1.804  -0.05
O3 1.951 2.041 0.061  -0.49
S1 1.501 0.894 -0.713  1.16
H1 -2.032 0.059 1.668  0.13
H2 -0.626 1.735 1.375  0.09
H3 -2.751 -0.202 -2.547  0.08
H4 -1.159 -0.719 -2.320  0.10
H5 -1.221 1.590 -2.988  0.12
H6 -2.614 1.925 -2.158  0.08
H7 -2.573 -1.407 -0.434  0.07
H8 -0.478 2.951 -1.148  0.12
H9 3.114 1.093 2.108  0.07
H10 2.129 0.638 3.591  0.15
H11 1.655 1.572 2.066  0.00
H12 0.386 -3.548 -0.517  0.08
H13 0.077 -2.605 0.878  0.07
H14 1.884 -3.053 0.569  0.12

Spin multiplicity: 1
Highest occupied orbital energy, eV: -8.63
E_tot, a.u.: -1051.2803
Kohn-Sham gap, eV: 7.1

No. 3
Entry from the OMol25 dataset: 2 unconnected molecules or ions with the total composition C4H9NO (ωB97M-V/def2-TZVPD).

Each line ends with the Löwdin charge.
Atoms and positions in Å:
C1 0.110 1.571 -0.656  -0.05
C2 0.448 0.315 0.098  -0.43
C3 1.594 0.201 0.805  0.08
H1 -1.425 0.123 0.729  0.08
H2 -0.270 1.380 -1.658  0.08
H3 0.954 2.252 -0.720  0.08
H4 -0.704 2.067 -0.128  0.08
H5 1.903 -0.724 1.263  0.05
H6 2.276 1.026 0.912  0.06
C4 0.187 -1.994 -0.445  0.00
O1 -2.516 0.159 0.825  -0.16
N1 -0.249 -0.820 -0.358  -0.03
H7 -3.025 -0.505 0.356  0.01
H8 -0.529 -2.800 -0.530  0.07
H9 1.246 -2.252 -0.492  0.08

Spin multiplicity: 1
SMILES: C=NC(=C)C.O
Highest occupied orbital energy, eV: -9.03
E_tot, a.u.: -287.7119
Kohn-Sham gap, eV: 9.2

No. 4
Entry from the OMol25 dataset: a molecular structure, C10H11N4O (ωB97M-V/def2-TZVPD).

Each line ends with the Löwdin charge.
Atoms and positions in Å:
C1 -1.744 0.823 -2.727  -0.02
C2 -0.455 0.659 -3.327  -0.03
C3 -1.835 0.565 -1.366  -0.03
C4 0.606 0.278 -2.500  -0.05
C5 -0.818 0.005 -0.605  -0.15
C6 0.511 -0.060 -1.157  -0.14
C7 -1.029 -0.343 0.772  0.17
C8 -1.739 -0.391 1.920  -0.31
C9 1.701 -0.545 -0.347  -0.10
C10 2.937 0.041 1.698  0.02
N1 0.325 -0.217 2.843  0.12
N2 0.610 -0.273 1.613  0.04
N3 1.684 -0.024 0.982  -0.14
N4 -3.039 -0.717 2.158  0.19
O1 -0.943 -0.320 3.011  0.07
H1 -2.596 1.306 -3.128  0.10
H2 -0.241 1.075 -4.403  0.15
H3 -2.663 0.636 -0.759  0.09
H4 1.553 0.113 -2.958  0.11
H5 1.949 -1.698 -0.520  0.19
H6 2.499 -0.065 -0.975  0.14
H7 3.283 0.979 1.660  0.05
H8 2.887 -0.205 2.794  0.12
H9 3.695 -0.616 1.102  0.14
H10 -3.521 -0.658 1.280  0.11
H11 -3.619 -0.349 2.941  0.16

Spin multiplicity: 1
Charge: +1
Highest occupied orbital energy, eV: -12.12
E_tot, a.u.: -681.4732
Kohn-Sham gap, eV: 8.6

Values of relative energy (zero: lowest compared OMol25 entry of this formula, charge and spin), in order: 337.0, 265.5, 316.4, 406.5, all in kJ/mol.